# C3H13N3O

A 2-piece molecular cluster, C3H13N3O overall in a non-equilibrium geometry (wB97M-V/def2-TZVPD, the OMol25 dataset).

XYZ file:
```
20
C3H13N3O, DFT wB97M-V/def2-TZVPD
N -0.41009 0.41084 1.23179
C 0.46595 -0.73219 0.83748
C 1.91006 -0.70525 1.21954
N 2.74330 -1.82311 0.67361
H -0.52126 0.37681 2.23823
H 0.03665 1.33690 1.01811
H -2.10937 0.08637 -0.00428
H 0.01343 -1.64066 1.26029
H 0.35340 -0.80727 -0.25480
H 2.34123 0.28004 0.94639
H 1.94435 -0.77823 2.32353
H 3.03867 -1.58593 -0.25333
H 3.62895 -1.64337 1.17955
N -2.23936 0.30443 -0.99832
C -1.51200 1.53483 -2.09348
O -2.47856 2.18945 -2.70229
H -2.28514 -0.56733 -1.59287
H -3.10732 0.82872 -1.06065
H -0.95138 2.12672 -1.31137
H -0.86151 0.80824 -2.65715
```

Properties
Total charge: -1
Energy relative to the best compared isomer or geometry (same formula, charge and spin) (kJ/mol): 169.9
Spin multiplicity: 2